Record 1
{
  "formula": "C27H24MnN3OS",
  "method": "ωB97M-V with the def2-TZVPD basis set",
  "symbols": ["Mn", "S", "O", "N", "N", "N", "C", "C", "C", "C", "C", "C", "C", "C", "C", "C", "C", "C", "C", "C", "C", "C", "C", "C", "C", "C", "C", "C", "C", "C", "C", "C", "C", "H", "H", "H", "H", "H", "H", "H", "H", "H", "H", "H", "H", "H", "H", "H", "H", "H", "H", "H", "H", "H", "H", "H", "H"],
  "coordinates": [[0.09002, -0.10178, -0.06297], [2.61055, 0.54383, 1.83449], [0.62522, -0.34134, -1.79757], [1.82941, -0.28971, 0.63738], [-0.17419, -4.16093, -0.39231], [-0.17976, -2.03906, 0.05269], [0.99239, -1.30027, -2.55126], [-2.07259, 0.33230, 0.99950], [-1.41806, 1.72331, -0.87047], [4.30156, 0.53875, 1.29444], [1.75383, -3.35750, -4.24140], [-0.25037, 1.90601, 1.24195], [0.13986, -2.94315, -0.87521], [1.93844, -0.00076, 4.37554], [3.16853, -2.50777, 4.39726], [6.92177, 0.71115, 0.50062], [-1.06904, 0.90624, 1.78465], [-0.68823, -2.70808, 1.13978], [-0.69210, -4.04117, 0.86449], [-2.23858, 0.73029, -0.33300], [2.48972, -2.03836, 5.52259], [1.14500, -3.67837, -3.02394], [1.99723, -2.00379, -4.61774], [1.88273, -0.79083, 5.51764], [3.23649, -1.73372, 3.25313], [0.75345, -2.68222, -2.16252], [5.91735, 0.64619, -0.45487], [5.29025, 0.62391, 2.26759], [2.61321, -0.48822, 3.26339], [4.58775, 0.57280, -0.06516], [1.62401, -0.99289, -3.79737], [-0.41922, 2.31006, -0.08524], [6.60949, 0.70977, 1.85445], [6.16729, 0.66659, -1.50763], [2.44899, -2.64818, 6.41544], [1.49886, 0.99135, 4.37086], [7.39504, 0.77313, 2.59604], [-2.75675, -0.38642, 1.43206], [2.47633, -1.78831, -5.56416], [0.47290, 2.41019, 1.86725], [2.46011, -0.93195, 0.16354], [2.04355, -4.15506, -4.91383], [-1.58012, 2.06619, -1.88443], [-1.01843, -4.88625, 1.44806], [-1.00601, -2.21093, 2.03952], [3.78915, -2.07873, 2.38673], [-0.07368, -5.03619, -0.88609], [-3.04165, 0.31111, -0.92554], [-0.97951, 0.64093, 2.83017], [0.99031, -4.72217, -2.78033], [3.66341, -3.46987, 4.42455], [5.04703, 0.62110, 3.32258], [0.18161, 3.11654, -0.48519], [7.95585, 0.77576, 0.18913], [1.77443, 0.04680, -4.05730], [3.80225, 0.57040, -0.81103], [1.38378, -0.42163, 6.40405]],
  "largest_force_ev_per_a": 1.3,
  "orbital_gap_ev": [7.00, 5.11],
  "multiplicity": 4,
  "total_charge": 3,
  "total_energy_ha": -2830.959430
}

Record 2
{
  "formula": "C5H8N",
  "method": "ωB97M-V with the def2-TZVPD basis set",
  "symbols": ["N", "C", "C", "C", "C", "C", "H", "H", "H", "H", "H", "H", "H", "H"],
  "coordinates": [[-2.59263, -0.00397, 0.15055], [-3.95741, 0.09258, -0.07299], [-1.43013, 0.13916, 0.32354], [1.20299, 0.26618, 0.66886], [3.48822, -0.10773, -0.10663], [1.96262, -0.17289, -0.26641], [1.78703, -0.70030, -1.16905], [-4.23809, -0.08396, -1.20478], [0.81167, 0.87676, 1.46323], [-4.30016, -0.74675, 0.40940], [3.98557, -1.08174, -0.22582], [3.88043, 0.26773, -1.01798], [-4.36843, 0.99008, 0.25504], [3.76834, 0.26486, 0.79306]],
  "largest_force_ev_per_a": 5.6,
  "orbital_gap_ev": 9.37,
  "total_charge": 1,
  "total_energy_ha": -249.618177
}

Record 3
{
  "formula": "C5H8OS",
  "method": "ωB97M-V with the def2-TZVPD basis set",
  "symbols": ["S", "O", "C", "C", "C", "C", "C", "H", "H", "H", "H", "H", "H", "H", "H"],
  "coordinates": [[2.29969, 0.87526, 0.83471], [-0.96607, -1.44959, 0.71625], [2.88856, -0.72230, 0.11309], [-1.57323, -0.45970, 1.05612], [1.67781, -0.10532, -0.53440], [-2.52022, 0.78174, -0.85328], [-1.75737, 0.69296, 0.20891], [3.74421, -0.60803, -0.56261], [2.78933, -1.65822, 0.80194], [-2.02007, -0.35495, 2.10638], [0.67765, -0.54693, -0.41373], [-2.99123, -0.09357, -1.35484], [1.79603, 0.30485, -1.43460], [-2.76597, 1.69828, -1.33991], [-1.27912, 1.64551, 0.65599]],
  "largest_force_ev_per_a": 4.3,
  "smiles": "C=CC=O.C1CS1",
  "orbital_gap_ev": 9.33,
  "total_energy_ha": -668.646230
}

Record 4
{
  "formula": "C3H11NO3",
  "method": "ωB97M-V with the def2-TZVPD basis set",
  "symbols": ["O", "O", "O", "N", "C", "C", "C", "H", "H", "H", "H", "H", "H", "H", "H", "H", "H", "H"],
  "coordinates": [[1.59165, -7.29223, 1.38523], [0.09370, 1.21406, 0.75071], [-1.84663, -6.28509, 0.90011], [0.27952, 3.16653, -0.43134], [0.67126, 4.57046, -0.30539], [0.68370, 2.24056, 0.48397], [-0.55179, 2.79468, -1.56036], [1.63131, 2.50331, 0.97151], [-1.39842, 3.49002, -1.60625], [1.51143, -6.56691, 0.75767], [-0.00701, 2.90525, -2.50094], [-2.65906, -6.19519, 1.41731], [-0.92613, 1.78490, -1.46123], [-0.02671, 5.18607, -0.85512], [-2.13584, -5.87170, 0.07704], [0.76530, -7.23423, 1.87821], [0.62385, 4.86047, 0.74627], [1.69987, 4.72904, -0.64738]],
  "largest_force_ev_per_a": 1.1,
  "smiles": "CN(C)C=O.O.O",
  "orbital_gap_ev": 10.01,
  "total_energy_ha": -401.360052
}

Record 5
{
  "formula": "C4H26N2O10",
  "method": "ωB97M-V with the def2-TZVPD basis set",
  "symbols": ["O", "O", "O", "O", "O", "O", "O", "O", "O", "O", "N", "N", "C", "C", "C", "C", "H", "H", "H", "H", "H", "H", "H", "H", "H", "H", "H", "H", "H", "H", "H", "H", "H", "H", "H", "H", "H", "H", "H", "H", "H", "H"],
  "coordinates": [[3.59961, 1.79499, -1.26089], [-1.09650, -0.92603, 0.42954], [1.17019, -2.15048, 1.04668], [-3.71591, -1.94463, 1.10372], [-4.03894, 0.97827, 0.24026], [-1.03367, 1.41423, 1.48302], [1.23206, 2.68921, -2.71841], [0.16224, -2.43482, 3.79045], [-0.72713, 3.36311, -0.76230], [1.89595, 2.55802, 2.02026], [-1.44745, 0.33111, -1.46073], [1.58570, 0.32700, -1.00014], [0.71253, -3.46061, -0.83232], [1.29193, -2.16240, -0.35813], [0.71920, -0.85681, -1.09598], [-0.72585, -0.50219, -0.64791], [-4.28016, 0.12347, -0.11706], [-3.02103, -2.53706, 0.77770], [2.55667, 0.13678, -0.71834], [-0.92220, 2.67182, -0.12285], [1.33243, -3.81925, -1.72171], [-1.94570, 1.67559, 1.63022], [0.71812, -1.03959, -2.14712], [2.76286, 2.63068, 2.44618], [3.31495, 1.20908, -1.96296], [3.59388, 2.71687, -1.52102], [1.35648, 0.75611, -0.07455], [-0.36138, -3.62185, -0.99059], [1.37578, 2.06128, -1.99075], [-0.89408, 0.52126, 1.79418], [0.88595, 3.46976, -2.26311], [-4.13775, 1.25671, 1.14595], [2.41101, -2.11395, -0.55708], [-1.11692, 3.23199, -1.62590], [0.89693, -4.44185, -0.29601], [0.40376, -1.68837, 1.38411], [-2.15237, 0.93088, -1.05612], [-0.90617, 0.80653, -2.17779], [-0.25137, -1.60197, 3.54420], [0.35492, -2.90333, 2.96908], [1.62180, 1.70866, 2.39125], [-3.18037, -1.15820, 1.28298]],
  "largest_force_ev_per_a": 4.2,
  "smiles": "C[C@H](O)[C@H](N)C(N)=O.O.O.O.O.O.O.O.O",
  "orbital_gap_ev": 10.20,
  "total_energy_ha": -1029.872727
}

Record 6
{
  "formula": "C12H45BF4N3O9",
  "method": "ωB97M-V with the def2-TZVPD basis set",
  "symbols": ["F", "F", "F", "F", "O", "O", "O", "O", "O", "O", "O", "O", "O", "N", "N", "N", "C", "C", "C", "C", "C", "C", "C", "C", "C", "C", "C", "C", "B", "H", "H", "H", "H", "H", "H", "H", "H", "H", "H", "H", "H", "H", "H", "H", "H", "H", "H", "H", "H", "H", "H", "H", "H", "H", "H", "H", "H", "H", "H", "H", "H", "H", "H", "H", "H", "H", "H", "H", "H", "H", "H", "H", "H", "H"],
  "coordinates": [[-12.63122, 3.87871, 8.76831], [-13.74595, 2.78969, 10.44287], [-13.26274, 4.86899, 10.72021], [-14.76249, 4.25140, 9.10968], [-16.52444, 7.87717, 8.08567], [-16.03173, 3.84525, 14.26844], [-13.42132, 0.23767, 4.54040], [-11.82630, 0.96685, 19.06444], [-12.56070, 9.08451, 13.58196], [-10.18968, 0.05362, 10.04742], [-18.58499, -2.62372, 16.87576], [-5.05937, 8.49427, 9.18467], [-16.48299, -0.15446, 7.32483], [-10.55393, 1.93061, 15.69822], [-7.75557, 7.58723, 8.37392], [-18.69673, -0.88974, 13.74376], [-6.49043, 7.10293, 7.79006], [-11.82442, -0.03402, 16.17047], [-5.44288, 8.20166, 7.81379], [-18.02006, -2.11601, 15.67227], [-4.26128, 9.62952, 9.40874], [-19.13511, -1.89203, 14.67045], [-10.87842, 1.45361, 18.11713], [-19.67975, -2.97455, 13.74252], [-11.62369, 1.41737, 20.41527], [-6.91150, 6.60958, 6.38513], [-17.57745, -2.85134, 17.85140], [-11.48671, 1.36843, 16.66078], [-13.59810, 3.91428, 9.77415], [-11.58311, 2.47655, 20.66946], [-17.58131, -1.13429, 15.85064], [-13.79655, 1.08566, 4.77782], [-8.47591, 6.88021, 8.41063], [-12.43041, 1.87049, 16.44755], [-17.16225, -1.91022, 18.21194], [-19.93719, -1.40431, 15.22443], [-16.73001, 4.04393, 13.64461], [-8.15281, 8.34597, 7.83855], [-20.21284, -2.57130, 12.88152], [-11.12140, 2.44659, 15.04108], [-10.60403, 2.48001, 18.36069], [-16.69777, -3.36847, 17.46818], [-3.97043, 9.91732, 10.41902], [-15.24033, 3.78904, 13.73294], [-3.27495, 9.57147, 8.94844], [-10.13634, 1.18908, 15.15430], [-16.31923, 0.50387, 8.00012], [-18.94230, -3.66834, 13.33886], [-6.13608, 5.95615, 5.98534], [-12.30312, 0.00979, 15.19218], [-10.96765, -0.64438, 15.88499], [-10.84914, 0.91927, 20.99842], [-6.15827, 6.23735, 8.36324], [-10.01223, 0.79230, 18.13948], [-12.60459, 1.09969, 20.76884], [-17.43609, -0.23877, 7.29799], [-9.67703, 0.28176, 9.27193], [-4.50749, 7.84954, 7.37888], [-16.16967, 6.99101, 8.15691], [-13.91112, -0.39655, 5.06392], [-12.63908, -0.51351, 16.71317], [-12.79431, 8.20971, 13.27149], [-11.04021, 0.46847, 9.90341], [-5.92196, 9.11036, 7.44932], [-17.69970, -0.86593, 13.90328], [-17.29366, -2.74223, 15.15429], [-4.63648, 10.50278, 8.87514], [-20.36732, -3.59671, 14.31546], [-13.39077, 9.46858, 13.86424], [-18.01991, -3.33317, 18.72327], [-6.95923, 7.51767, 5.78414], [-7.91881, 6.21000, 6.26772], [-17.09320, 7.97013, 8.84994], [-18.82316, 0.01855, 14.16697]],
  "largest_force_ev_per_a": 3.9,
  "orbital_gap_ev": 9.09,
  "total_charge": -1,
  "total_energy_ha": -1750.097540
}